(1)
DFT (the ωB97M-V functional and the def2-TZVPD basis) results for 2 unconnected molecules or ions with the total composition C10H16O.

CARTESIAN COORDINATES (ANGSTROEM)
C: -0.64 -2.58 0.31
C: -2.34 0.66 -0.31
C: -2.10 -0.58 0.25
C: -1.79 0.89 -1.61
C: -1.16 -1.38 -0.41
C: -1.26 -0.11 -2.45
C: -0.82 -1.22 -1.81
O: -1.60 2.17 -1.98
H: -2.81 1.52 0.12
H: -2.71 -1.02 1.02
H: -2.34 2.68 -1.59
H: -1.02 0.04 -3.50
H: -0.05 -3.23 -0.33
H: -1.42 -3.05 0.91
H: -0.32 -2.07 -2.25
H: 0.12 -2.29 1.05
C: 1.82 0.29 1.12
C: 0.88 1.43 0.66
C: 3.14 0.81 1.62
H: 1.30 -0.42 1.76
H: 2.15 -0.37 0.29
H: -0.14 1.10 0.59
H: 3.84 0.97 0.79
H: 3.16 1.71 2.25
H: 1.36 1.89 -0.20
H: 1.00 2.09 1.53
H: 3.75 0.08 2.16

Values from the calculation:
Kohn-Sham gap (spin up / spin down) = 9.7 / 6.5 eV
energy above the lowest of the compared OMol25 structures with the same formula, charge and spin = 1.415 eV
⟨S²⟩ = 0.766
net charge = +1
2S+1 = 2

=====

(2)
DFT (the ωB97M-V functional and the def2-TZVPD basis) results for a molecular structure, C10H16O12RbS.

CARTESIAN COORDINATES (ANGSTROEM)
Rb: 9.70 1.02 -39.71
O: 10.97 -4.17 -41.22
C: 10.17 -3.04 -41.13
C: 10.49 -1.64 -41.77
O: 11.57 -1.02 -41.16
H: 9.92 -2.81 -40.08
H: 9.14 -3.32 -41.48
H: 9.57 -1.02 -41.65
H: 10.72 -1.75 -42.85
S: 8.24 -0.45 -36.83
O: 8.61 -0.93 -35.48
O: 6.77 -0.49 -36.99
O: 8.73 0.92 -37.03
O: 8.86 -1.32 -37.87
C: 6.55 0.24 -42.17
C: 6.71 -0.65 -43.38
C: 5.54 -0.64 -44.38
O: 6.22 -0.54 -45.67
C: 7.54 -0.38 -45.46
O: 8.34 -0.36 -46.34
O: 7.78 -0.11 -44.16
H: 5.78 -0.08 -41.47
H: 6.31 1.23 -42.57
H: 7.49 0.36 -41.63
H: 6.79 -1.71 -43.12
H: 4.94 0.26 -44.27
H: 4.95 -1.55 -44.44
C: 10.96 -4.60 -44.35
C: 11.75 -5.87 -44.47
C: 11.85 -6.55 -43.08
O: 11.93 -7.93 -43.48
C: 11.33 -8.07 -44.68
O: 11.17 -9.14 -45.22
O: 11.07 -6.89 -45.22
H: 10.01 -4.74 -43.83
H: 10.81 -4.14 -45.34
H: 11.49 -3.83 -43.80
H: 12.75 -5.69 -44.86
H: 11.06 -6.34 -42.36
H: 12.80 -6.27 -42.63

Values from the calculation:
Kohn-Sham gap = 2.2 eV
net charge = -3

=====

(3)
DFT (the ωB97M-V functional and the def2-TZVPD basis) results for 2 unconnected molecules or ions with the total composition C10H16O2.

CARTESIAN COORDINATES (ANGSTROEM)
C: 1.77 -2.84 1.58
C: 0.55 -2.22 0.92
C: 0.12 -2.52 -0.38
C: -1.07 -1.94 -0.86
C: -1.88 -1.21 -0.03
O: -3.11 -0.77 -0.48
C: -1.46 -0.87 1.26
C: -0.18 -1.27 1.63
H: 2.63 -2.90 0.91
H: 1.46 -3.78 2.02
H: 2.05 -2.16 2.38
H: 0.75 -2.99 -1.12
H: -1.23 -2.14 -1.91
H: -3.02 -0.40 -1.34
H: -1.97 -0.14 1.87
H: 0.25 -0.88 2.54
C: -0.18 1.60 -1.81
C: 0.48 2.74 -1.04
C: 0.27 2.74 0.49
O: 1.91 2.83 -1.30
H: -0.98 1.25 -1.16
H: 0.55 0.81 -1.97
H: -0.58 1.98 -2.74
H: 0.09 3.65 -1.52
H: 0.79 1.95 1.03
H: 0.49 3.75 0.81
H: -0.79 2.54 0.68
H: 2.27 3.19 -0.46

Values from the calculation:
Kohn-Sham gap = 9.4 eV
energy above the lowest of the compared OMol25 structures with the same formula, charge and spin = 0.824 eV
SMILES string = Cc1ccc(O)cc1.CC(C)O

=====

(4)
DFT (the ωB97M-V functional and the def2-TZVPD basis) results for C10H16O2S2 in the gas phase.

CARTESIAN COORDINATES (ANGSTROEM)
C: 1.35 0.63 1.23
C: 0.05 0.88 1.34
C: 1.34 0.47 -1.23
C: -0.09 -0.10 -1.55
C: -3.81 0.28 -0.04
C: -3.13 -0.46 1.08
C: 1.99 0.00 0.03
C: -1.12 0.17 -0.53
C: 1.93 -1.55 0.15
C: 3.54 0.45 0.03
O: -2.23 2.28 0.45
O: -2.18 -2.22 -0.64
S: -2.45 1.42 -0.72
S: -1.62 -1.30 0.43
H: 1.87 0.92 2.21
H: -0.68 1.57 1.62
H: 2.03 0.40 -2.00
H: 1.12 1.53 -1.12
H: -0.48 0.30 -2.44
H: 0.15 -1.19 -1.52
H: -4.17 -0.27 -0.92
H: -4.67 0.86 0.20
H: -2.91 0.28 1.96
H: -3.72 -1.17 1.61
H: 2.32 -1.98 -0.85
H: 1.02 -2.01 0.64
H: 2.69 -1.90 0.88
H: 3.67 1.54 -0.22
H: 3.95 -0.01 -0.97
H: 4.21 0.17 0.88

Values from the calculation:
Kohn-Sham gap (spin up / spin down) = 8.7 / 8.7 eV
energy above the lowest of the compared OMol25 structures with the same formula, charge and spin = 5.468 eV

=====

(5)
DFT (the ωB97M-V functional and the def2-TZVPD basis) results for 2 unconnected molecules or ions with the total composition C10H16O4S.

CARTESIAN COORDINATES (ANGSTROEM)
C: -1.07 -5.02 -1.83
C: -0.97 -3.82 -1.84
C: -0.87 -2.36 -1.87
O: 0.04 -1.97 -0.87
C: -0.19 -0.72 -0.22
C: 1.06 -0.35 0.57
C: -2.31 -1.76 -1.81
O: -2.37 -0.69 -2.74
C: -1.36 -0.75 -3.64
O: -1.29 -0.01 -4.57
C: -0.43 -1.88 -3.27
H: -1.18 -6.07 -1.87
H: -1.04 -0.82 0.47
H: -0.44 0.06 -0.94
H: 1.85 -1.07 0.39
H: 1.40 0.65 0.30
H: 0.84 -0.31 1.64
H: -3.01 -2.54 -2.10
H: -2.61 -1.40 -0.83
H: -0.63 -2.68 -3.99
H: 0.62 -1.61 -3.34
C: 1.13 3.06 4.48
S: 0.41 3.53 2.90
O: 0.17 2.26 2.16
C: 1.91 4.24 2.21
H: 0.35 2.55 5.05
H: 1.97 2.39 4.32
H: 1.44 3.96 5.02
H: 2.70 3.48 2.21
H: 2.21 5.10 2.80
H: 1.69 4.55 1.19

Values from the calculation:
Kohn-Sham gap = 9.9 eV
energy above the lowest of the compared OMol25 structures with the same formula, charge and spin = 2.425 eV

=====

(6)
DFT (the ωB97M-V functional and the def2-TZVPD basis) results for C10H16OSi in the gas phase.

CARTESIAN COORDINATES (ANGSTROEM)
C: -0.37 -2.20 2.70
O: -0.02 -2.25 1.35
Si: -0.92 -1.43 0.17
C: -2.63 -1.06 0.77
C: -1.18 -2.41 -1.41
C: 0.05 0.13 -0.19
C: -0.50 1.37 -0.33
C: 0.28 2.42 -0.75
C: 1.64 2.25 -0.93
C: 2.50 3.44 -1.22
C: 2.21 1.00 -0.68
C: 1.42 -0.05 -0.33
H: -1.33 -2.70 2.81
H: -0.47 -1.20 3.05
H: 0.37 -2.73 3.27
H: -3.25 -1.94 0.68
H: -2.55 -0.70 1.78
H: -3.12 -0.21 0.28
H: -1.92 -1.92 -2.06
H: -0.24 -2.46 -1.93
H: -1.47 -3.45 -1.20
H: -1.55 1.50 -0.32
H: -0.15 3.42 -0.82
H: 2.34 3.78 -2.26
H: 3.54 3.25 -1.04
H: 2.20 4.29 -0.57
H: 3.27 0.89 -0.66
H: 1.85 -1.04 -0.16

Values from the calculation:
Kohn-Sham gap = 9.8 eV
energy above the lowest of the compared OMol25 structures with the same formula, charge and spin = 0.001 eV
SMILES string = CO[Si](C)(C)c1ccc(C)cc1

=====

(7)
DFT (the ωB97M-V functional and the def2-TZVPD basis) results for 2 unconnected molecules or ions with the total composition C10H16S.

CARTESIAN COORDINATES (ANGSTROEM)
C: -3.19 2.06 -3.58
C: -2.35 1.79 -2.41
C: -2.72 2.27 -1.12
C: -2.06 1.90 0.10
C: -0.92 1.17 0.01
C: -0.48 0.74 -1.27
C: -1.10 1.08 -2.43
H: -2.64 2.69 -4.35
H: -4.00 2.70 -3.25
H: -3.59 1.19 -4.01
H: -3.73 2.76 -1.04
H: -2.44 2.08 1.15
H: -0.25 0.88 0.78
H: 0.48 0.17 -1.19
H: -0.64 0.93 -3.37
C: 2.23 -0.52 2.17
C: 2.97 -1.59 1.35
S: 3.75 -3.03 2.05
C: 2.34 -3.77 2.92
H: 1.23 -0.87 2.51
H: 1.86 0.22 1.56
H: 2.87 -0.34 3.03
H: 2.44 -1.92 0.40
H: 3.84 -0.94 0.79
H: 2.51 -4.60 3.63
H: 2.01 -2.84 3.41
H: 1.59 -4.21 2.17

Values from the calculation:
Kohn-Sham gap = 9.3 eV
energy above the lowest of the compared OMol25 structures with the same formula, charge and spin = 1.859 eV
SMILES string = Cc1ccccc1.CCSC

=====

(8)
DFT (the ωB97M-V functional and the def2-TZVPD basis) results for a molecular structure, C10H17BF2N4O11P2Ru.

CARTESIAN COORDINATES (ANGSTROEM)
Ru: 0.17 -0.50 0.04
O: 1.28 -3.50 -2.88
C: 0.82 -2.49 -2.17
O: 0.88 -2.47 -0.95
C: 0.23 -1.38 -2.98
C: 0.13 -1.49 -4.35
C: -0.43 -0.41 -5.05
C: -0.82 0.70 -4.36
C: -0.66 0.75 -2.95
N: -0.17 -0.32 -2.27
C: -0.98 1.91 -2.22
O: -1.65 2.96 -2.71
O: -0.66 2.01 -0.93
H: 1.63 -4.17 -2.28
H: 0.47 -2.38 -4.86
H: -0.54 -0.45 -6.13
H: -1.19 1.56 -4.91
H: -2.08 2.75 -3.55
N: -1.73 0.83 3.52
C: -1.23 -0.57 3.18
C: -1.53 -1.52 4.33
P: -2.05 -1.00 1.59
O: -3.50 -1.36 2.15
O: -1.35 -2.16 0.94
O: -2.05 0.27 0.79
P: 0.60 -0.25 3.01
O: 1.21 -1.58 2.35
O: 1.08 0.09 4.36
O: 0.70 0.76 1.87
H: -2.72 0.81 3.79
H: -1.62 1.40 2.68
H: -1.17 1.22 4.29
H: -2.59 -1.53 4.57
H: -0.94 -1.26 5.21
H: -1.26 -2.53 4.03
H: -4.09 -1.77 1.51
H: 1.41 -2.30 2.95
F: -0.67 4.36 -0.65
B: -0.74 3.15 -0.15
F: -0.83 2.99 1.15
N: 3.16 1.49 0.78
C: 3.19 0.85 -0.40
N: 4.28 1.05 -1.19
O: 2.27 0.12 -0.79
H: 3.91 2.08 1.08
H: 2.38 1.31 1.40
H: 5.11 1.49 -0.85
H: 4.35 0.47 -2.01

Values from the calculation:
Kohn-Sham gap (spin up / spin down) = 6.9 / 7.5 eV
energy above the lowest of the compared OMol25 structures with the same formula, charge and spin = 0.349 eV
⟨S²⟩ = 8.784
net charge = +1
2S+1 = 6

=====

(9)
DFT (the ωB97M-V functional and the def2-TZVPD basis) results for 2 unconnected molecules or ions with the total composition C10H17BIN3O4.

CARTESIAN COORDINATES (ANGSTROEM)
C: 1.42 -2.72 0.24
C: 0.64 -1.40 -0.05
C: -0.76 -1.35 0.62
I: -1.14 0.74 1.12
C: -1.91 -1.95 -0.24
C: -1.56 -3.35 -0.66
N: -1.17 -4.42 -0.71
C: -2.24 -1.16 -1.54
C: -1.38 -1.54 -2.71
N: -0.47 -1.66 -3.38
B: -3.31 -2.11 0.56
N: -4.31 -3.05 0.02
O: -3.62 -1.39 1.71
H: 2.47 -2.56 0.50
H: 0.87 -3.30 0.99
H: 1.39 -3.32 -0.68
H: 0.62 -1.16 -1.11
H: 1.23 -0.59 0.42
H: -0.69 -1.95 1.53
H: -3.26 -1.45 -1.84
H: -2.27 -0.07 -1.41
H: -5.22 -2.71 0.34
H: -4.19 -3.94 0.52
H: -3.86 -0.48 1.50
C: 3.44 4.71 2.41
O: 2.77 3.69 1.67
C: 2.73 3.91 0.36
O: 3.19 4.86 -0.22
O: 2.08 2.89 -0.21
C: 1.96 2.98 -1.63
H: 3.40 4.42 3.46
H: 4.48 4.80 2.10
H: 2.93 5.67 2.29
H: 2.94 3.00 -2.10
H: 1.39 3.87 -1.91
H: 1.42 2.10 -1.96

Values from the calculation:
Kohn-Sham gap = 9.8 eV
energy above the lowest of the compared OMol25 structures with the same formula, charge and spin = 0.553 eV
SMILES string = CC[C@@H](I)[C@](C#N)(CC#N)B(N)O.COC(=O)OC

=====

(10)
DFT (the ωB97M-V functional and the def2-TZVPD basis) results for a molecular structure, C10H17Br3N3O2PS.

CARTESIAN COORDINATES (ANGSTROEM)
C: 1.74 1.14 3.65
C: 0.38 0.98 2.93
Br: -0.02 1.79 1.22
C: -0.58 0.26 3.52
Br: -0.29 -0.62 5.26
P: -2.30 0.04 2.80
Br: -2.80 -2.15 2.93
N: -3.34 0.92 3.99
C: -2.79 1.97 4.18
S: -2.01 3.32 4.47
H: 1.50 1.42 4.70
H: 2.24 0.15 3.62
H: 2.36 1.96 3.24
C: -4.01 -2.95 -1.09
C: -2.54 -2.65 -1.00
O: -2.10 -1.76 -0.30
N: -1.69 -3.42 -1.73
C: -2.00 -4.53 -2.61
H: -4.56 -2.26 -0.46
H: -4.36 -2.83 -2.12
H: -4.22 -3.97 -0.75
H: -0.72 -3.17 -1.61
H: -1.50 -5.42 -2.25
H: -1.64 -4.29 -3.61
H: -3.07 -4.71 -2.66
C: 2.56 2.94 -0.84
C: 3.92 2.56 -1.37
O: 4.90 2.47 -0.65
N: 4.03 2.29 -2.70
C: 3.00 2.33 -3.72
H: 2.64 3.12 0.23
H: 2.22 3.86 -1.32
H: 1.85 2.14 -1.01
H: 4.97 2.04 -2.98
H: 2.92 1.35 -4.18
H: 3.28 3.06 -4.48
H: 2.03 2.62 -3.30

Values from the calculation:
Kohn-Sham gap = 8.4 eV

=====

(11)
DFT (the ωB97M-V functional and the def2-TZVPD basis) results for 2 unconnected molecules or ions with the total composition C10H17FOP2.

CARTESIAN COORDINATES (ANGSTROEM)
C: -0.29 1.13 1.52
C: -1.23 0.39 0.96
C: 1.35 -1.41 0.58
C: 1.79 -0.21 0.77
C: 1.15 0.91 1.28
C: 1.91 -2.62 -0.19
C: -2.98 -0.09 -1.49
C: -2.74 0.53 1.09
C: -3.10 1.04 -0.41
C: 3.40 0.26 -0.43
O: 1.83 1.89 1.45
F: 3.07 -0.23 -1.65
P: 3.30 2.21 -0.40
P: 4.74 -0.68 0.31
H: -0.35 1.90 2.28
H: -0.87 -0.46 0.46
H: 0.44 -1.91 1.07
H: 2.67 -2.09 -0.89
H: 1.02 -3.12 -0.70
H: 2.40 -3.51 0.34
H: -2.94 0.34 -2.46
H: -2.10 -0.63 -1.22
H: -3.88 -0.73 -1.50
H: -3.12 -0.41 1.28
H: -3.02 1.36 1.83
H: -4.16 1.49 -0.25
H: -2.36 1.85 -0.80
H: 2.08 2.33 -1.08
H: 4.11 2.37 -1.57
H: 4.82 0.04 1.37
H: 5.85 0.04 -0.30

Values from the calculation:
Kohn-Sham gap = 8.7 eV
energy above the lowest of the compared OMol25 structures with the same formula, charge and spin = 1.845 eV

=====

(12)
DFT (the ωB97M-V functional and the def2-TZVPD basis) results for a molecular structure, C10H17HgNO2.

CARTESIAN COORDINATES (ANGSTROEM)
C: -1.71 -1.18 -1.16
C: 1.62 -0.37 -1.59
C: -0.80 0.05 -1.11
H: -2.10 -1.42 -0.15
C: 1.55 1.05 -1.25
H: 2.65 -0.60 -1.91
H: -0.71 0.31 -2.19
H: 2.49 1.58 -1.49
C: -0.86 1.31 -0.40
H: -0.80 1.22 0.71
H: -1.78 1.86 -0.63
C: -0.51 -2.14 -1.50
H: -0.86 -2.98 -2.11
H: -0.13 -2.57 -0.56
C: 0.69 -1.42 -2.25
H: 0.31 -1.02 -3.21
H: 1.37 -2.23 -2.54
C: 0.39 2.04 -1.05
H: 0.07 2.47 -2.01
H: 0.71 2.87 -0.41
Hg: 1.77 -0.08 0.38
H: -2.57 -1.27 -1.81
N: -1.15 0.79 2.78
C: -0.26 -0.14 3.44
C: 1.13 0.20 2.91
O: 1.58 1.34 3.02
O: 1.72 -0.82 2.29
H: -0.97 1.73 3.14
H: -2.12 0.56 2.94
H: -0.20 0.00 4.53
H: -0.51 -1.18 3.19

Values from the calculation:
Kohn-Sham gap (spin up / spin down) = 5.4 / 4.4 eV
energy above the lowest of the compared OMol25 structures with the same formula, charge and spin = 0.871 eV

=====

Calculated total energy
In order: -12667.764 -46685.136 -14723.652 -36388.745 -29651.480 -20556.073 -21462.991 -66405.053 -32083.742 -249462.525 -33981.719 -20397.517
Unit: eV